No. 1
102
Properties=species:S:1:pos:R:3 method="wB97M-V/def2-TZVPD" e_lumo_ha=0.0025 de_lowest_kcal_mol=47.9
Sn -0.6019 0.1938 -0.4550
Cl 6.2229 1.7308 -3.6889
C 5.1562 1.7249 -2.3215
C 4.9376 0.5529 -1.6324
C 4.0843 0.5327 -0.5391
Cl 3.8875 -1.0092 0.2273
C 3.4350 1.6976 -0.0841
O 2.6226 1.9025 0.9758
C 3.6943 2.8644 -0.8324
Cl 2.9284 4.3397 -0.3472
C 4.5307 2.8901 -1.9285
H 5.4332 -0.3594 -1.9386
H 4.6855 3.8186 -2.4621
C -3.1005 -4.4514 -1.1372
C -3.0269 -3.2721 -2.1137
C -4.2137 -3.2969 -3.0817
C -1.7036 -3.2772 -2.8553
C -1.2862 -4.4402 -3.4951
C -0.0636 -4.5024 -4.1414
C 0.7733 -3.3993 -4.1391
C 0.3936 -2.2105 -3.5248
C 1.3055 -0.9947 -3.5878
C 1.1944 -0.3120 -4.9599
C 2.7638 -1.3378 -3.2719
C -0.8661 -2.1485 -2.9067
N -1.2862 -0.8739 -2.3814
C -1.9532 -0.0754 -3.1646
C -2.2456 1.2464 -2.7870
C -2.9832 2.2396 -3.4422
C -2.9358 3.3575 -2.6202
C -2.1629 3.0136 -1.4887
N -1.7557 1.7368 -1.5886
C -1.8269 3.9353 -0.3365
C -1.3406 5.2816 -0.8969
C -3.0917 4.1698 0.5036
C -0.7236 3.3519 0.5475
H -3.9839 -4.3717 -0.4983
H -2.2149 -4.4792 -0.5002
H -3.1582 -5.4025 -1.6732
H -3.0759 -2.3501 -1.5405
H -4.1929 -4.2055 -3.6920
H -4.1917 -2.4364 -3.7569
H -5.1621 -3.2768 -2.5354
H -1.9305 -5.3131 -3.4852
H 0.2394 -5.4129 -4.6462
H 1.7352 -3.4593 -4.6364
H 0.9718 -0.2796 -2.8404
H 1.4464 -1.0171 -5.7579
H 1.8786 0.5390 -5.0224
H 0.1785 0.0506 -5.1387
H 3.2190 -1.9300 -4.0708
H 2.8436 -1.8982 -2.3379
H 3.3430 -0.4162 -3.1731
H -2.2627 -0.4222 -4.1527
H -3.4758 2.1382 -4.4010
H -3.3974 4.3170 -2.8090
H -2.1062 5.7682 -1.5058
H -0.4483 5.1406 -1.5141
H -1.0847 5.9556 -0.0734
H -3.8928 4.5924 -0.1091
H -2.8794 4.8650 1.3227
H -3.4533 3.2317 0.9344
H 0.1288 3.0134 -0.0514
H -1.0915 2.5175 1.1531
H -0.3491 4.1137 1.2376
C 4.9978 -0.6691 7.4555
C 4.2360 -0.2754 6.2145
C 2.9035 -0.6276 6.0429
C 2.1959 -0.2685 4.9009
C 0.7475 -0.6862 4.7606
C 2.8470 0.4628 3.8926
Te 1.5419 0.7946 2.2440
C 4.1835 0.8423 4.0450
C 4.9492 1.6446 3.0227
C 4.8485 0.4558 5.2062
H 4.3435 -1.1535 8.1799
H 5.4453 0.2050 7.9330
H 5.8070 -1.3609 7.2124
H 2.3929 -1.1957 6.8166
H 0.4222 -1.2686 5.6206
H 0.5946 -1.3107 3.8682
H 0.0828 0.1842 4.6826
H 4.3087 2.3449 2.4892
H 5.4221 0.9865 2.2905
H 5.7396 2.2167 3.5099
H 5.8898 0.7487 5.3239
C -4.9381 -1.2420 0.6277
Si -3.4875 -1.0281 1.7914
C -4.1761 -0.1837 3.3222
C -2.7287 -2.6427 2.3570
C -2.2185 0.1301 1.0803
H -5.7204 -1.8604 1.0841
H -4.6594 -1.6973 -0.3248
H -5.3723 -0.2597 0.4066
H -4.9347 -0.8048 3.8158
H -4.6485 0.7701 3.0611
H -3.3878 0.0238 4.0549
H -3.4959 -3.3262 2.7411
H -2.0157 -2.4540 3.1689
H -2.1922 -3.1535 1.5529
H -1.6375 0.4604 1.9558
H -2.8002 1.0064 0.7635

No. 2
113
Properties=species:S:1:pos:R:3 method="wB97M-V/def2-TZVPD" e_lumo_ha="-0.0472 / -0.0815" de_lowest_kcal_mol=23.3 multiplicity=2
Ir 0.2562 0.5511 0.3322
S 2.1433 -1.0550 0.6067
P 2.7270 -0.1387 -1.0705
C 1.1460 0.4871 -1.5206
P 0.0317 -0.5798 -2.3514
S -0.7726 -1.4943 -0.7808
C -1.0760 0.4214 -3.3786
C -0.5774 1.5464 -4.0314
C -1.3863 2.2576 -4.9029
C -2.6929 1.8434 -5.1289
C -3.1881 0.7196 -4.4829
C -2.3819 0.0070 -3.6073
C 0.6972 -1.7024 -3.6069
C 1.5102 -1.2224 -4.6309
C 1.9265 -2.0756 -5.6371
C 1.5168 -3.4045 -5.6368
C 0.6964 -3.8800 -4.6264
C 0.2906 -3.0309 -3.6055
C 3.8189 1.2800 -0.8596
C 3.3783 2.5608 -1.1699
C 4.2295 3.6463 -0.9999
C 5.5164 3.4445 -0.5251
C 5.9578 2.1623 -0.2156
C 5.1119 1.0813 -0.3818
C 3.6594 -1.2230 -2.1689
C 3.4836 -2.6012 -2.0770
C 4.1718 -3.4444 -2.9359
C 5.0325 -2.9137 -3.8858
C 5.2188 -1.5402 -3.9734
C 4.5329 -0.6930 -3.1190
H 0.4385 1.8759 -3.8409
H -1.0062 3.1428 -5.3949
H -3.3266 2.4025 -5.8042
H -4.2081 0.4022 -4.6566
H -2.7680 -0.8656 -3.0920
H 1.8214 -0.1841 -4.6417
H 2.5677 -1.7054 -6.4262
H 1.8431 -4.0687 -6.4265
H 0.3698 -4.9116 -4.6304
H -0.3381 -3.4002 -2.8038
H 2.3693 2.7070 -1.5374
H 3.8875 4.6439 -1.2435
H 6.1805 4.2894 -0.3945
H 6.9603 2.0097 0.1614
H 5.4471 0.0832 -0.1260
H 2.8065 -3.0049 -1.3336
H 4.0373 -4.5155 -2.8619
H 5.5571 -3.5723 -4.5662
H 5.9013 -1.1297 -4.7060
H 4.6770 0.3778 -3.1889
O -5.8989 7.7092 -0.9871
S -5.7037 7.2725 -2.3614
O -4.3353 7.3398 -2.8349
O -6.7080 7.7113 -3.3029
C -6.0027 5.4961 -2.1607
N -7.2600 5.0377 -2.2062
C -7.4360 3.7543 -1.9479
C -6.3948 2.8977 -1.6146
C -5.1351 3.4708 -1.5828
N -4.9395 4.7490 -1.8679
C -3.8931 2.7281 -1.2004
C -3.8993 1.4211 -0.7244
C -2.7204 0.8337 -0.3242
N -1.5337 1.4410 -0.4422
C -1.5249 2.6979 -0.9144
C -2.6671 3.3704 -1.2854
H -8.4571 3.3880 -2.0035
H -6.5759 1.8538 -1.4037
H -4.8077 0.8398 -0.6669
H -2.7137 -0.1649 0.0780
H -0.5590 3.1615 -1.0174
H -2.6237 4.3876 -1.6508
O 3.3754 1.1237 2.0406
C 2.5795 2.0320 1.9640
C 2.8396 3.3870 2.5916
C 1.6145 4.2072 2.2675
C 0.6799 3.2178 1.6040
O -0.4622 3.4773 1.3192
N 1.3204 2.0003 1.3658
H 3.7711 3.7782 2.1842
H 2.9844 3.2353 3.6615
H 1.8085 5.0150 1.5604
H 1.1262 4.6478 3.1351
C -6.5209 1.7288 2.0307
O -5.5053 1.2939 2.9288
C -4.3361 1.9956 3.0423
C -4.2177 3.3673 2.8918
C -3.0094 3.9842 3.1769
C -1.9367 3.2475 3.6554
C -2.0457 1.8780 3.8020
C -3.2324 1.2490 3.4642
N -3.4752 -0.1297 3.6606
C -2.6959 -1.1304 3.9924
C -1.2935 -1.2790 4.0248
C -0.8233 -2.2356 4.9744
C 0.5010 -2.4066 5.2189
C 1.4245 -1.6174 4.5036
C 1.0340 -0.7374 3.5369
C -0.3368 -0.5887 3.1801
O -0.7507 0.0966 2.1734
H -6.4771 2.7959 1.8406
H -7.4749 1.4880 2.4928
H -6.4228 1.1970 1.0907
H -5.0613 3.9659 2.5824
H -2.9189 5.0528 3.0395
H -1.0090 3.7378 3.9132
H -1.2219 1.3054 4.2020
H -4.4664 -0.3360 3.6090
H -3.2653 -1.9811 4.3601
H -1.5575 -2.7910 5.5474
H 0.8396 -3.1051 5.9705
H 2.4826 -1.7183 4.7133
H 1.7727 -0.1524 3.0100

no.,largest force on an atom (eV/Å),calculated total energy (Eh)
1,0.51,-3893.1874
2,2.92,-4789.4639